No. 1
{
  "formula": "C50H130N15O15P5S5",
  "method": "wB97M-V/def2-TZVPD",
  "species": ["O", "P", "N", "C", "C", "N", "C", "C", "N", "C", "C", "H", "H", "H", "H", "H", "H", "H", "H", "H", "H", "H", "H", "H", "H", "H", "H", "H", "H", "O", "P", "N", "C", "C", "N", "C", "C", "N", "C", "C", "H", "H", "H", "H", "H", "H", "H", "H", "H", "H", "H", "H", "H", "H", "H", "H", "H", "H", "O", "P", "N", "C", "C", "N", "C", "C", "N", "C", "C", "H", "H", "H", "H", "H", "H", "H", "H", "H", "H", "H", "H", "H", "H", "H", "H", "H", "H", "O", "P", "N", "C", "C", "N", "C", "C", "N", "C", "C", "H", "H", "H", "H", "H", "H", "H", "H", "H", "H", "H", "H", "H", "H", "H", "H", "H", "H", "O", "P", "N", "C", "C", "N", "C", "C", "N", "C", "C", "H", "H", "H", "H", "H", "H", "H", "H", "H", "H", "H", "H", "H", "H", "H", "H", "H", "H", "C", "C", "C", "S", "O", "O", "C", "H", "H", "H", "H", "H", "H", "H", "H", "C", "C", "C", "S", "O", "O", "C", "H", "H", "H", "H", "H", "H", "H", "H", "C", "C", "C", "S", "O", "O", "C", "H", "H", "H", "H", "H", "H", "H", "H", "C", "C", "C", "S", "O", "O", "C", "H", "H", "H", "H", "H", "H", "H", "H", "C", "C", "C", "S", "O", "O", "C", "H", "H", "H", "H", "H", "H", "H", "H"],
  "xyz": [[6.70711, -18.13872, 19.32316], [7.14631, -19.52540, 19.05266], [6.61931, -19.97566, 17.52442], [5.26014, -19.51681, 17.32278], [7.01392, -21.18045, 16.75029], [6.51157, -20.53269, 20.22183], [5.67558, -19.99708, 21.28136], [6.24755, -21.96493, 19.87454], [8.75273, -19.72960, 18.97801], [9.53964, -20.28279, 20.11645], [9.47330, -18.70973, 18.12362], [5.17751, -18.41098, 17.44425], [4.55588, -19.97118, 18.05330], [4.87125, -19.74532, 16.30097], [6.18418, -21.85123, 16.69472], [7.90348, -21.61749, 17.23777], [7.22687, -21.00961, 15.70264], [4.63256, -19.91888, 20.97192], [5.76415, -20.53838, 22.22430], [6.03015, -19.02429, 21.54315], [5.20096, -22.07616, 19.64739], [6.80524, -22.28023, 18.97035], [6.51941, -22.56081, 20.78799], [8.90143, -20.50112, 21.00687], [10.03544, -21.17918, 19.76375], [10.27240, -19.53507, 20.47204], [9.96653, -18.01805, 18.81855], [8.72320, -18.13716, 17.59399], [10.26627, -19.19742, 17.52971], [12.84501, -18.49453, 23.04327], [12.34218, -17.40237, 22.12108], [12.84512, -15.87983, 22.54244], [14.25799, -15.79041, 22.74148], [12.15895, -15.32447, 23.68228], [10.69909, -17.22072, 22.07584], [9.85909, -17.71248, 23.14346], [10.06628, -16.32484, 21.08087], [12.92196, -17.60925, 20.57362], [13.19944, -16.53202, 19.61129], [13.37036, -18.95947, 20.29371], [14.52932, -14.73399, 22.77301], [14.74387, -16.32347, 21.90859], [14.60522, -16.27062, 23.66415], [12.24187, -15.98397, 24.52634], [11.16286, -15.10721, 23.38200], [12.68275, -14.38016, 23.93613], [9.15558, -18.43956, 22.76915], [10.45699, -18.27180, 23.88835], [9.31804, -16.92431, 23.66457], [9.60903, -15.48365, 21.61455], [10.86656, -15.92402, 20.45318], [9.30978, -16.84388, 20.52587], [12.93966, -15.61963, 20.11449], [14.29476, -16.46035, 19.40218], [12.61219, -16.69549, 18.69388], [13.27534, -19.51610, 21.22009], [14.44961, -19.01342, 19.98028], [12.84163, -19.51444, 19.53674], [15.94356, -21.79846, 27.03805], [14.50525, -21.45428, 27.13119], [14.27019, -20.12806, 26.19621], [12.92323, -19.57714, 25.95164], [15.30521, -19.80557, 25.14799], [13.91847, -20.98545, 28.63856], [13.55801, -21.99646, 29.59406], [14.57388, -19.87175, 29.36237], [13.49850, -22.68265, 26.72280], [14.01873, -23.90941, 26.08566], [12.07520, -22.77382, 26.94825], [12.40638, -20.13367, 25.18658], [12.96529, -18.51598, 25.73144], [12.35074, -19.78979, 26.85130], [15.66912, -20.69465, 24.62680], [16.12920, -19.39651, 25.74834], [14.80623, -19.10857, 24.45354], [14.36748, -22.21509, 30.29127], [12.71347, -21.63405, 30.21947], [13.31284, -22.95198, 29.14447], [13.91434, -19.58262, 30.17532], [15.46646, -20.27499, 29.88106], [14.87985, -19.05182, 28.71547], [13.52586, -24.11913, 25.14347], [15.08643, -23.88410, 25.96935], [13.76862, -24.68172, 26.82673], [11.75306, -22.05630, 27.70263], [11.85108, -23.72387, 27.46168], [11.54337, -22.73441, 25.99502], [13.45625, -13.46073, 16.21861], [14.84419, -13.20486, 15.83638], [15.32868, -12.40224, 14.45310], [15.48802, -13.18971, 13.23949], [14.63078, -11.10319, 14.14388], [15.67238, -14.59373, 15.84791], [17.09558, -14.76135, 15.60488], [15.02405, -15.69516, 16.61597], [15.50861, -12.09888, 16.96346], [15.08467, -12.27518, 18.29083], [16.82746, -11.47930, 16.81330], [16.13418, -12.65410, 12.58375], [14.57950, -13.39368, 12.62927], [15.88347, -14.17770, 13.42157], [13.76193, -11.27025, 13.54389], [15.33450, -10.54949, 13.52592], [14.40406, -10.58600, 15.09834], [17.36144, -13.84593, 15.10426], [17.70890, -14.90842, 16.45618], [17.36270, -15.56981, 14.86472], [15.16216, -15.47993, 17.67584], [13.94239, -15.76218, 16.44146], [15.53962, -16.66870, 16.47144], [14.99542, -11.30532, 18.75652], [14.06424, -12.69531, 18.28116], [15.75284, -12.94678, 18.84927], [16.79258, -10.38116, 16.98745], [17.25212, -11.53787, 15.82055], [17.56103, -11.92287, 17.50561], [8.51771, -13.21827, 21.31801], [8.96044, -12.66037, 19.98489], [8.87159, -11.01424, 20.00175], [7.93313, -10.38219, 20.85733], [9.56993, -10.10282, 19.14871], [8.12491, -13.15794, 18.69877], [8.01475, -14.64221, 18.60917], [7.17911, -12.45214, 17.85815], [10.50670, -13.07581, 19.63784], [11.37900, -12.86233, 20.69156], [11.01972, -13.16601, 18.28716], [7.13369, -9.84171, 20.36534], [8.43021, -9.66287, 21.53973], [7.48701, -11.14155, 21.44976], [9.48367, -9.11865, 19.63821], [9.16116, -9.92053, 18.12850], [10.63060, -10.36950, 19.07868], [7.16883, -15.03939, 19.12748], [8.14267, -14.90375, 17.54817], [8.86773, -15.10996, 19.06381], [7.55638, -12.43689, 16.83993], [6.20820, -12.94707, 17.93858], [7.12572, -11.41975, 18.19907], [11.10762, -13.42264, 21.60124], [12.37650, -13.21895, 20.48346], [11.49723, -11.86665, 21.03853], [11.90986, -13.81091, 18.24026], [11.33245, -12.15528, 17.95791], [10.30300, -13.62255, 17.61365], [12.60457, -16.14581, 27.80266], [14.02293, -16.53380, 27.30408], [15.00506, -16.25418, 28.43204], [14.08568, -16.02405, 29.96704], [14.03383, -14.57872, 30.16425], [14.49293, -16.87238, 31.05890], [12.54844, -16.53308, 29.25281], [11.85456, -16.55290, 27.15813], [12.51447, -15.03966, 27.67865], [14.33097, -16.13266, 26.30963], [14.06018, -17.62762, 27.14174], [15.63015, -15.39464, 28.28019], [15.62032, -17.11423, 28.51911], [11.81440, -16.02777, 29.91095], [12.49626, -17.60003, 29.23866], [17.58709, -12.46295, 23.19972], [18.95422, -13.11578, 23.16109], [18.91317, -14.31453, 22.24060], [17.64847, -13.91805, 21.02009], [16.57138, -14.92984, 21.05292], [18.28339, -13.57316, 19.74982], [17.06892, -12.40648, 21.71482], [17.62323, -11.47053, 23.65463], [16.92122, -13.11288, 23.76133], [19.28512, -13.39145, 24.15910], [19.67824, -12.43733, 22.70869], [18.65140, -15.28329, 22.67863], [19.83904, -14.44130, 21.67067], [15.98168, -12.37706, 21.52872], [17.51013, -11.57960, 21.22746], [5.45413, -14.68170, 21.47553], [5.26701, -14.01893, 22.78344], [4.77621, -15.06062, 23.71603], [6.08660, -16.29751, 23.50814], [5.55473, -17.62278, 23.52671], [7.16576, -15.98269, 24.41228], [6.39097, -15.85710, 21.79833], [5.90710, -13.94182, 20.82276], [4.54558, -14.98538, 20.95413], [4.63807, -13.13715, 22.69732], [6.25120, -13.75752, 23.14281], [3.87041, -15.57179, 23.43100], [4.91711, -14.69409, 24.72552], [6.28189, -16.65744, 21.09588], [7.41938, -15.57264, 21.67105], [9.64514, -12.79278, 25.15904], [9.36252, -11.45924, 24.46182], [7.89487, -11.29601, 24.36135], [7.31967, -11.82620, 25.95423], [5.97764, -12.38207, 25.95412], [7.69631, -10.80548, 26.90126], [8.48554, -13.16609, 26.08324], [10.63715, -12.73977, 25.62284], [9.75539, -13.51100, 24.36806], [9.72745, -11.51921, 23.44224], [9.83183, -10.60541, 25.00516], [7.43134, -11.94458, 23.65222], [7.56444, -10.24849, 24.18526], [8.12269, -14.16477, 25.95036], [8.75490, -13.05534, 27.13774], [18.32167, -17.67599, 19.70631], [17.17768, -18.56047, 20.40533], [17.44914, -18.15130, 21.90021], [19.25252, -18.38720, 22.16434], [19.44512, -19.83775, 22.35202], [19.86122, -17.49165, 23.08180], [19.62886, -17.89956, 20.50806], [18.05090, -16.62884, 19.78788], [18.39624, -17.98519, 18.64675], [17.19544, -19.64946, 20.17783], [16.21693, -18.16183, 20.05636], [16.81652, -18.65798, 22.64035], [17.28857, -17.09216, 22.02487], [20.16750, -18.69901, 20.09160], [20.30063, -17.04970, 20.59412]],
  "charge": 0,
  "smiles": "CN(C)P(=O)(N(C)C)N(C)C.CN(C)P(=O)(N(C)C)N(C)C.CN(C)P(=O)(N(C)C)N(C)C.CN(C)P(=O)(N(C)C)N(C)C.CN(C)P(=O)(N(C)C)N(C)C.O=S1(=O)CCCC1.O=S1(=O)CCCC1.O=S1(=O)CCCC1.O=S1(=O)CCCC1.O=S1(=O)CCCC1",
  "total_energy_ha": -7630.900988,
  "multiplicity": 1
}

***

No. 2
{
  "formula": "C3H10N2O2",
  "method": "wB97M-V/def2-TZVPD",
  "species": ["N", "C", "C", "N", "C", "O", "H", "H", "H", "H", "H", "H", "H", "H", "H", "H", "O"],
  "xyz": [[-2.16521, 1.33847, -1.05907], [-1.32035, 0.25577, -0.53207], [-0.18973, 0.85115, 0.34252], [0.58731, -0.05917, 0.94064], [1.86648, 0.24504, 1.54142], [0.01916, 2.05664, 0.40898], [-2.84362, 1.58088, -0.35034], [-1.60179, 2.17035, -1.19850], [-1.97525, -0.36300, 0.07866], [-0.80579, -0.25065, -1.34255], [0.34751, -1.03383, 0.81843], [2.58375, 0.58377, 0.80859], [1.72325, 0.92681, 2.38893], [2.21821, -0.67582, 2.03281], [-0.24837, -2.27777, -1.76600], [1.23366, -2.58293, -1.21337], [0.57079, -2.76572, -1.89909]],
  "charge": -1,
  "relative_energy_kcal_mol": 7.5,
  "s_squared": 0.7504,
  "multiplicity": 2
}

***

Maximum force list, top to bottom, in eV/Å: 4.26 2.00